Entry 1:
An isolated molecule of C4H6N2O2 at a distorted geometry. Source: the Open Molecules 2025 dataset; level of theory: ωB97M-V with the def2-TZVPD basis set.

Geometry as XYZ:
```
14
Properties=species:S:1:pos:R:3:forces:R:3:mulliken_charge:R:1
O 2.077 -0.381 -0.568 -2.1 -2.2 1.5 -0.591
C 1.391 -1.270 -0.008 2.2 1.8 -1.3 0.090
N 0.039 -1.448 0.092 -0.8 -1.8 -0.3 -0.130
C -1.127 -0.734 -0.305 0.9 2.8 0.3 0.288
O -2.211 -1.238 -0.360 0.4 -0.7 -0.1 -0.534
C -0.947 0.775 -0.381 -1.3 1.1 0.1 0.018
C -0.111 1.524 0.645 -3.1 2.1 -1.8 -0.502
N 0.224 1.583 -0.788 -1.0 -0.1 0.8 -0.674
H 1.938 -2.062 0.503 -0.1 -0.4 0.1 0.373
H -0.241 -2.422 0.310 0.5 0.9 0.1 0.279
H -1.920 1.328 -0.602 1.3 -1.3 0.1 0.371
H -0.683 2.403 1.097 1.3 -1.2 -0.6 0.202
H 0.571 1.006 1.203 1.4 -1.2 1.7 0.284
H 1.000 0.937 -0.839 0.5 0.1 -0.6 0.526
```
Forces are in eV/Å.

Computed properties:
Gap between HOMO and LUMO ... 9.87 eV
E ... -415.96475 a.u.
LUMO energy ... 0.2 eV
Energy above the lowest of the compared OMol25 structures with the same formula, charge and spin ... 199.2 kJ/mol
SMILES ... O=CNC(=O)[C@H]1CN1

Entry 2:
A cluster of 13 separate species, C78H65F13 in total at a distorted geometry. Source: the Open Molecules 2025 dataset; level of theory: ωB97M-V with the def2-TZVPD basis set.

Geometry as XYZ:
```
156
Properties=species:S:1:pos:R:3:forces:R:3:mulliken_charge:R:1
F -1.096 -4.675 -7.051 -0.2 -0.4 -0.4 -0.357
C -1.231 -4.281 -5.780 0.8 0.8 -0.2 0.411
C -0.286 -3.415 -5.289 1.0 0.5 -0.3 -0.544
C -0.419 -2.921 -4.023 -0.2 -0.3 1.9 -0.409
C -1.447 -3.370 -3.183 -0.7 0.0 -0.6 0.021
C -2.404 -4.250 -3.705 0.7 0.5 0.7 -0.746
C -2.284 -4.667 -5.022 -1.1 -0.5 0.2 -0.603
H 0.574 -3.086 -5.857 -0.2 -0.2 -0.4 0.459
H 0.341 -2.286 -3.577 -0.1 0.2 -0.3 0.412
H -1.587 -2.982 -2.177 0.3 -0.1 -0.1 0.461
H -3.186 -4.623 -3.040 0.0 0.1 -0.5 0.392
H -3.043 -5.246 -5.501 -0.4 -0.5 -0.1 0.501
F 1.375 -0.506 4.166 -1.1 0.1 0.1 -0.359
C 2.562 -0.893 3.730 1.1 0.6 0.9 -0.080
C 3.672 -0.284 4.258 1.5 1.0 0.7 -0.250
C 4.962 -0.642 3.807 -0.9 0.5 0.2 -0.578
C 5.091 -1.662 2.879 1.4 0.1 0.1 -0.486
C 3.967 -2.291 2.431 -0.7 -0.4 -1.1 -0.542
C 2.713 -1.888 2.835 -1.1 -1.5 -1.0 0.264
H 3.558 0.481 5.046 0.0 -0.4 -0.6 0.405
H 5.838 -0.078 4.124 -0.2 -0.2 0.2 0.378
H 6.090 -1.975 2.543 -0.5 0.2 0.1 0.445
H 3.950 -3.033 1.642 0.5 -0.2 0.2 0.299
H 1.847 -2.428 2.450 0.1 0.3 0.1 0.482
F -3.172 0.408 -4.970 -1.3 -0.3 -0.2 -0.403
C -2.140 1.226 -4.832 0.4 -0.3 -0.4 0.416
C -2.049 2.389 -5.555 -1.6 0.5 -0.5 -0.624
C -0.910 3.126 -5.441 1.1 1.6 -1.4 -0.468
C 0.160 2.724 -4.646 -0.7 0.2 -0.2 -0.703
C 0.035 1.543 -3.941 0.8 -0.4 0.6 -0.084
C -1.115 0.760 -4.073 1.2 -0.8 1.0 -0.181
H -2.879 2.762 -6.182 0.5 -0.5 0.4 0.433
H -0.806 4.007 -6.140 -0.1 -0.8 1.2 0.302
H 1.033 3.346 -4.597 0.4 0.0 0.1 0.622
H 0.884 1.234 -3.301 -0.7 0.0 -0.5 0.288
H -1.195 -0.262 -3.649 0.0 0.9 -0.1 0.344
F 4.235 1.091 -3.686 -0.7 1.6 -1.0 -0.376
C 4.630 0.114 -2.925 1.3 -1.6 1.5 0.634
C 5.187 0.384 -1.672 -0.7 0.9 -0.1 -0.474
C 5.596 -0.650 -0.856 0.5 0.3 0.2 -0.209
C 5.578 -1.959 -1.302 -0.5 0.4 -0.3 -0.762
C 5.060 -2.216 -2.564 0.3 0.1 -0.5 -0.380
C 4.592 -1.180 -3.396 0.0 -0.8 0.9 -0.663
H 5.223 1.424 -1.327 0.0 -0.4 -0.2 0.420
H 6.031 -0.432 0.119 -0.2 0.0 -0.2 0.371
H 5.942 -2.703 -0.624 0.1 -0.6 -0.1 0.509
H 5.121 -3.212 -2.994 -0.2 0.1 0.2 0.401
H 4.173 -1.425 -4.352 0.0 0.1 -0.4 0.524
F 3.207 7.165 -4.800 0.3 0.1 -0.1 -0.338
C 2.656 6.362 -3.873 -0.2 -0.6 -0.6 0.301
C 3.339 5.244 -3.441 0.8 -1.0 0.7 -0.465
C 2.725 4.394 -2.487 0.1 0.4 -0.4 -0.542
C 1.468 4.715 -2.000 -0.5 0.3 -0.3 -0.416
C 0.780 5.825 -2.528 -0.3 -0.4 0.0 -0.069
C 1.343 6.614 -3.522 0.2 0.0 0.9 -0.808
H 4.365 4.994 -3.790 -0.9 0.4 0.1 0.380
H 3.177 3.454 -2.144 0.1 0.6 -0.3 0.317
H 0.995 4.051 -1.275 0.1 0.3 -0.1 0.642
H -0.246 6.049 -2.231 0.4 -0.1 0.2 0.470
H 0.821 7.461 -3.943 0.0 0.0 -0.1 0.485
F 0.478 -4.830 -0.944 0.0 -0.2 0.2 -0.203
C -0.430 -5.830 -0.825 0.5 -0.5 -0.6 0.371
C -0.936 -6.164 0.395 -1.2 -0.1 -0.2 0.210
C -1.950 -7.120 0.448 0.4 -0.6 -0.2 -0.596
C -2.311 -7.870 -0.664 0.6 0.2 -0.1 -0.771
C -1.680 -7.572 -1.863 0.1 -0.1 -0.1 -0.418
C -0.742 -6.560 -1.950 -0.5 0.1 0.1 -0.684
H -0.631 -5.644 1.257 0.2 0.5 0.9 0.354
H -2.395 -7.387 1.378 -0.1 0.1 0.7 0.469
H -2.946 -8.745 -0.595 -0.3 0.3 0.1 0.397
H -1.879 -8.135 -2.757 -0.2 -0.2 -0.2 0.418
H -0.311 -6.316 -2.888 0.4 0.2 -0.6 0.462
F -1.108 3.819 1.029 0.2 1.1 -0.1 0.066
C -1.441 5.166 0.960 -0.9 -1.2 0.2 0.306
C -0.497 6.159 1.031 1.5 -0.8 -0.3 0.017
C -0.911 7.473 0.986 -0.2 0.5 0.3 -0.788
C -2.263 7.768 0.899 0.3 -0.3 0.4 -0.715
C -3.212 6.747 0.851 0.2 0.9 0.1 -0.647
C -2.799 5.427 0.886 -0.2 0.6 -0.1 -0.417
H 0.577 5.916 1.073 -0.6 0.0 0.1 0.396
H -0.186 8.277 1.112 -0.1 -0.2 -0.2 0.433
H -2.552 8.794 0.993 -0.3 0.4 -0.2 0.413
H -4.258 7.064 0.834 0.2 -0.6 -0.1 0.432
H -3.552 4.667 0.856 0.0 -0.6 0.0 0.476
F 4.881 -7.955 3.573 1.1 -1.1 1.0 -0.331
C 4.060 -7.094 3.035 -0.9 0.6 -1.9 0.395
C 4.172 -6.860 1.666 -1.0 0.6 0.6 -0.580
C 3.236 -6.012 1.092 0.6 0.0 -0.8 -0.710
C 2.245 -5.348 1.793 0.4 -0.5 0.4 -0.255
C 2.177 -5.579 3.140 0.1 -1.2 1.6 -0.147
C 3.057 -6.526 3.756 -0.8 1.7 -0.9 -0.679
H 4.930 -7.357 1.109 0.4 -0.2 -0.4 0.478
H 3.279 -5.823 0.036 0.1 -0.1 -0.5 0.478
H 1.533 -4.747 1.271 -0.2 0.4 -0.1 0.506
H 1.394 -5.147 3.773 0.3 0.0 -0.4 0.350
H 3.010 -6.751 4.780 -0.3 -0.2 1.3 0.476
F -6.462 4.539 -2.948 0.6 -0.8 0.2 -0.369
C -5.197 4.091 -2.633 -0.9 -0.5 0.4 0.311
C -5.008 2.816 -2.016 0.7 1.9 -0.7 -0.877
C -3.670 2.541 -1.672 -0.8 -0.8 -0.3 -0.350
C -2.589 3.356 -2.019 -0.8 0.9 0.0 0.249
C -2.844 4.582 -2.627 -2.0 -0.5 -0.5 -0.402
C -4.190 4.969 -2.939 1.9 -0.5 0.1 -0.950
H -5.861 2.137 -1.908 0.5 0.3 0.2 0.484
H -3.471 1.586 -1.199 0.1 0.0 0.0 0.637
H -1.573 3.051 -1.829 0.1 -0.1 0.1 0.318
H -2.061 5.199 -2.993 0.6 0.4 0.0 0.477
H -4.396 5.874 -3.522 0.0 -0.3 0.5 0.437
F -1.065 -4.100 2.779 -0.1 0.5 0.5 0.193
C -1.986 -3.809 3.753 -0.5 0.3 -1.1 0.477
C -1.835 -4.367 4.988 -0.6 0.1 0.6 -0.638
C -2.867 -4.181 5.929 1.3 -0.3 -0.3 -0.336
C -4.009 -3.479 5.611 -0.1 -0.6 -0.3 -0.818
C -4.171 -3.026 4.318 0.1 1.4 -1.3 -0.406
C -3.115 -3.068 3.393 -0.2 -1.1 0.9 -0.636
H -0.959 -4.953 5.209 0.1 -0.1 0.1 0.424
H -2.681 -4.654 6.877 -0.4 0.1 0.4 0.380
H -4.823 -3.362 6.291 -0.3 -0.1 0.5 0.442
H -5.114 -2.555 3.977 0.7 -0.2 0.5 0.386
H -3.227 -2.687 2.397 0.0 0.1 -0.3 0.534
F -6.381 -0.337 3.473 -1.1 -0.9 -0.3 -0.400
C -5.417 0.568 3.467 0.1 0.4 1.1 0.309
C -4.873 0.997 2.307 -0.3 -0.6 -0.7 -0.500
C -3.841 1.884 2.397 0.5 0.9 -1.3 -0.087
C -3.373 2.372 3.602 0.4 -0.3 0.4 -0.721
C -3.907 1.905 4.812 -0.7 -0.4 -1.5 -0.689
C -5.002 1.019 4.687 1.3 0.4 1.6 -0.253
H -5.254 0.600 1.382 0.1 0.1 -0.3 0.508
H -3.438 2.219 1.433 0.2 0.1 0.6 0.457
H -2.527 3.035 3.550 0.2 0.3 0.3 0.534
H -3.460 2.188 5.759 -0.3 0.0 -0.1 0.427
H -5.466 0.577 5.560 0.0 0.1 0.1 0.406
F 0.392 4.044 4.690 -1.1 -0.2 0.6 -0.355
C 1.316 4.133 3.746 0.7 0.0 0.2 0.289
C 1.437 3.164 2.792 0.6 0.1 0.1 -0.315
C 2.505 3.257 1.921 -0.6 -0.8 -1.9 0.227
C 3.423 4.303 1.932 -1.7 -0.3 1.7 -1.107
C 3.277 5.257 2.923 -0.9 0.3 0.9 -0.338
C 2.200 5.160 3.846 1.2 1.5 -0.3 -0.520
H 0.768 2.342 2.830 -0.5 -0.7 -0.3 0.727
H 2.497 2.539 1.067 0.4 0.4 0.9 -0.091
H 4.197 4.303 1.245 1.4 0.2 -1.2 0.651
H 3.948 6.101 3.034 0.1 -0.1 -0.1 0.390
H 2.022 5.913 4.635 0.3 -0.5 -0.5 0.390
F 1.837 1.607 -1.105 0.0 0.0 0.4 -0.031
C 1.140 0.557 -0.597 -0.1 -0.7 -0.6 -0.355
C 0.086 0.776 0.257 -0.4 -0.1 0.0 0.751
C -0.710 -0.294 0.684 0.8 -0.2 0.3 -1.535
C -0.368 -1.590 0.245 -1.4 0.2 0.4 0.131
C 0.643 -1.778 -0.669 1.5 -0.1 -0.2 -0.057
C 1.443 -0.705 -1.063 0.2 0.1 -0.5 -0.697
H -0.126 1.797 0.483 -0.3 0.5 0.5 0.634
H -1.505 -0.120 1.434 0.4 -0.2 -0.7 0.563
H -0.984 -2.439 0.562 0.3 0.3 0.0 0.198
H 0.974 -2.754 -1.045 -0.6 0.4 0.3 0.703
H 2.260 -0.830 -1.781 -0.2 0.0 0.3 -0.046
```
Forces are in eV/Å.

Computed properties:
Gap between HOMO and LUMO ... 9.47 eV
E ... -4309.45351 a.u.
LUMO energy ... 0.5 eV
Energy above the lowest of the compared OMol25 structures with the same formula, charge and spin ... 101.9 kJ/mol

Entry 3:
A cluster of 2 separate species, C6H14NO2S in total at a distorted geometry. Source: the Open Molecules 2025 dataset; level of theory: ωB97M-V with the def2-TZVPD basis set.

Geometry as XYZ:
```
24
Properties=species:S:1:pos:R:3:forces:R:3:mulliken_charge:R:1
C -1.405 0.221 1.634 -1.3 4.1 1.2 -1.239
C -0.339 -1.985 -0.133 2.6 -2.9 0.1 -1.426
C 1.947 -0.972 0.056 -0.3 -2.2 1.2 -1.360
C 0.666 1.972 -0.959 -2.8 0.9 -4.2 -1.206
C 0.054 -0.111 1.617 0.3 -2.3 -1.3 -0.302
C 0.459 -0.857 0.346 0.2 3.6 -1.1 0.919
N 0.276 0.682 -1.441 -0.6 -2.6 1.8 -0.228
O -2.349 1.223 -1.185 0.3 0.2 0.2 -0.700
O -1.147 1.548 -3.282 0.2 0.8 -0.8 -0.625
S -1.376 0.637 -2.154 0.2 -1.2 0.7 0.393
H -1.912 -0.572 2.094 -1.2 -1.2 0.4 0.416
H -1.604 1.154 2.343 0.6 -1.9 -0.8 0.254
H -1.963 0.641 0.745 1.3 -1.1 0.2 0.238
H 0.358 -3.017 0.170 -2.1 2.4 -0.8 0.216
H -1.375 -2.127 0.108 -0.3 0.3 0.6 0.388
H -0.252 -1.858 -1.194 -0.1 -0.6 -0.8 0.420
H 1.995 -1.703 -0.750 0.2 -0.2 -0.1 0.371
H 2.488 -0.106 -0.393 -0.4 -0.3 1.3 0.309
H 2.367 -1.596 1.019 -0.2 1.9 -2.1 0.292
H 1.083 1.904 -0.055 2.3 0.1 3.4 0.531
H 1.226 2.421 -1.788 0.8 0.1 0.6 0.255
H -0.196 2.657 -0.903 -0.2 -0.1 0.4 0.385
H 0.713 0.716 1.670 0.6 1.0 0.5 0.371
H 0.285 -0.875 2.435 -0.1 1.1 -0.5 0.327
```
Forces are in eV/Å.

Computed properties:
Gap between HOMO and LUMO (alpha / beta) ... 6.65 / 6.65 eV
E ... -840.30455 a.u.
LUMO energy (alpha / beta) ... 3.3 / 3.3 eV
Energy above the lowest of the compared OMol25 structures with the same formula, charge and spin ... 210.2 kJ/mol
Charge ... -1

Entry 4:
A cluster of 4 separate species, C31H57BN2O12P in total at a distorted geometry. Source: the Open Molecules 2025 dataset; level of theory: ωB97M-V with the def2-TZVPD basis set.

Geometry as XYZ:
```
104
Properties=species:S:1:pos:R:3:forces:R:3:mulliken_charge:R:1
C 1.265 -1.260 1.166 -0.4 -0.3 -0.1 -0.057
C 1.430 -2.772 1.308 0.1 0.4 0.3 -0.576
C 2.828 -3.329 1.039 -0.3 -0.3 -0.1 -0.753
C 3.186 -3.683 -0.428 -0.1 0.4 0.2 -1.506
C 2.458 -2.901 -1.459 0.5 0.3 -0.3 -0.296
C 2.839 -1.703 -2.001 -0.8 0.0 0.1 0.487
P 4.364 -0.754 -1.751 0.8 -0.2 0.0 -0.330
C 4.158 0.531 -3.049 -0.3 -0.7 -0.1 -1.067
C 4.163 0.138 -0.165 0.0 -0.2 0.2 1.572
C 5.235 1.217 -0.052 0.6 -0.7 0.2 -2.252
N 1.803 -1.359 -2.871 -0.1 -0.3 0.2 0.232
C 0.869 -2.302 -2.893 0.4 -0.6 0.1 -0.337
C -0.378 -2.269 -3.674 -0.4 0.5 0.0 -1.510
C -1.396 -1.297 -3.049 0.0 -0.5 0.4 -0.329
C -2.202 -1.934 -1.911 -0.2 0.3 0.0 0.203
C -3.612 -1.335 -1.750 0.3 0.0 0.3 -1.598
C -3.854 -0.574 -0.442 -0.9 0.2 0.0 0.182
C -4.019 0.920 -0.652 0.7 0.2 0.1 -1.800
C -2.694 1.519 -1.106 -0.3 0.0 -0.3 1.685
C -2.742 3.006 -1.452 0.4 -0.1 0.0 -1.261
C -1.498 3.741 -0.974 0.1 -0.4 0.2 -0.655
C -0.194 3.124 -1.485 -0.3 0.2 0.1 0.834
C 0.973 4.026 -1.141 0.2 0.1 -0.2 -1.027
O 2.254 3.453 -1.343 -0.2 0.0 0.0 -0.587
C 2.498 2.341 -0.501 -0.5 1.0 -0.4 0.782
N 1.258 -3.280 -2.060 -0.2 0.6 0.3 0.708
B 0.534 -4.583 -1.848 -0.1 -0.3 -0.4 0.910
O -0.339 -4.726 -0.838 0.2 0.3 0.2 -0.602
O 0.749 -5.597 -2.720 0.3 0.0 0.2 -0.585
H 1.149 -0.968 0.124 0.2 0.2 -0.2 -0.279
H 2.073 -0.706 1.628 0.2 0.1 0.0 0.292
H 0.342 -0.960 1.654 -0.1 0.1 0.1 0.207
H 0.676 -3.262 0.705 -0.1 -0.3 -0.1 -0.102
H 1.191 -3.023 2.337 0.0 -0.1 0.2 0.663
H 2.904 -4.255 1.601 0.2 -0.2 0.1 0.437
H 3.565 -2.661 1.469 0.2 0.2 0.0 0.383
H 3.065 -4.752 -0.579 -0.1 -0.2 -0.2 0.437
H 4.236 -3.460 -0.597 0.3 -0.1 0.0 0.444
H 4.755 1.396 -2.804 0.0 0.3 0.1 0.392
H 3.124 0.815 -3.222 0.0 0.5 0.1 0.185
H 4.548 0.104 -3.967 0.1 0.0 -0.2 0.400
H 4.348 -0.581 0.627 0.0 -0.3 0.1 0.308
H 3.179 0.573 -0.016 0.5 -0.9 0.3 -1.229
H 6.218 0.769 -0.169 0.2 0.1 -0.2 0.502
H 5.101 2.020 -0.764 0.4 0.1 -0.2 0.558
H 5.198 1.628 0.948 -0.1 0.2 0.2 0.342
H 1.743 -0.522 -3.427 0.1 0.1 0.0 0.403
H -0.161 -1.950 -4.689 0.1 -0.1 -0.2 0.474
H -0.829 -3.254 -3.709 0.1 -0.3 -0.2 0.545
H -2.079 -0.961 -3.819 0.0 0.1 -0.3 0.725
H -0.865 -0.440 -2.649 0.0 0.4 -0.2 -0.057
H -2.299 -3.003 -2.070 0.1 -0.3 -0.1 0.508
H -1.676 -1.802 -0.969 0.2 -0.2 0.1 -0.127
H -3.802 -0.667 -2.586 -0.2 0.1 -0.1 0.546
H -4.341 -2.134 -1.808 -0.1 -0.2 -0.2 0.474
H -3.062 -0.736 0.287 0.2 -0.2 0.0 0.219
H -4.775 -0.939 0.003 -0.1 -0.2 0.2 0.195
H -4.287 1.409 0.284 -0.2 0.0 0.2 0.383
H -4.813 1.133 -1.364 -0.2 0.0 -0.1 0.363
H -1.967 1.316 -0.322 0.2 0.1 0.2 -0.319
H -2.354 0.968 -1.984 0.1 0.0 0.0 -0.319
H -2.804 3.101 -2.534 -0.3 0.2 -0.2 0.362
H -3.625 3.459 -1.010 -0.2 0.1 0.0 0.454
H -1.551 4.802 -1.201 0.0 0.2 -0.1 0.504
H -1.452 3.641 0.111 -0.1 0.3 0.2 -0.067
H -0.102 2.153 -1.007 0.2 -0.2 0.1 -0.347
H -0.222 2.963 -2.562 0.0 0.0 -0.2 0.255
H 0.894 4.395 -0.117 -0.1 -0.1 0.3 0.384
H 0.920 4.895 -1.791 0.1 0.2 -0.1 0.395
H 3.568 2.274 -0.341 -0.9 0.6 -0.1 -0.610
H 2.133 1.418 -0.956 -0.2 0.1 -0.4 0.124
H 1.995 2.440 0.458 0.0 0.1 0.2 0.479
H -0.520 -5.655 -0.664 -0.3 -0.1 0.0 0.291
H 1.537 -5.490 -3.260 0.0 -0.1 -0.3 0.348
C 3.948 5.206 2.456 0.0 0.1 0.1 -0.372
C 4.088 4.941 3.944 0.0 0.1 0.0 -0.398
O 3.438 3.670 4.088 0.0 0.0 0.0 -0.359
C 3.462 3.041 2.898 -0.1 0.1 0.0 0.629
O 3.160 1.905 2.717 0.1 -0.2 0.0 -0.452
O 3.890 3.876 1.924 0.0 0.1 -0.1 -0.169
H 4.788 5.747 2.030 0.1 -0.1 -0.1 0.328
H 3.021 5.722 2.207 0.0 0.0 0.0 0.250
H 5.129 4.836 4.254 0.0 0.0 0.0 0.264
H 3.600 5.685 4.567 -0.1 -0.1 0.0 0.312
C -5.921 -4.840 2.331 0.0 -0.1 -0.1 -0.390
C -5.096 -3.891 1.480 0.0 -0.1 0.0 -0.206
O -5.759 -2.642 1.692 0.1 -0.1 0.0 -0.249
C -6.421 -2.704 2.879 0.0 -0.1 0.0 0.579
O -6.918 -1.775 3.417 0.0 0.1 0.1 -0.511
O -6.417 -3.971 3.353 0.0 0.0 0.0 -0.332
H -5.340 -5.644 2.773 0.0 0.1 0.1 0.310
H -6.766 -5.262 1.786 0.0 0.0 0.0 0.271
H -4.065 -3.806 1.829 0.0 0.0 0.0 0.215
H -5.100 -4.142 0.422 -0.1 0.1 0.0 0.286
C -2.966 2.431 3.366 -0.1 0.0 0.0 -0.491
C -2.455 1.078 2.910 -0.2 0.0 0.1 -0.059
O -1.280 1.432 2.170 0.0 -0.1 0.0 -0.022
C -0.846 2.640 2.611 -0.1 -0.1 0.0 0.429
O 0.188 3.131 2.297 0.2 0.1 -0.1 -0.399
O -1.756 3.200 3.433 0.0 0.0 0.0 -0.403
H -3.457 2.407 4.334 0.1 0.1 0.1 0.348
H -3.632 2.894 2.636 0.0 0.0 0.0 0.286
H -2.173 0.436 3.747 0.1 0.0 0.0 0.305
H -3.159 0.549 2.272 0.1 0.0 -0.1 0.006
```
Forces are in eV/Å.

Computed properties:
Gap between HOMO and LUMO ... 8.74 eV
E ... -2593.95865 a.u.
LUMO energy ... -2.3 eV
Energy above the lowest of the compared OMol25 structures with the same formula, charge and spin ... 0.0 kJ/mol
Charge ... +1

Question: Which formula does entry 1 have?
Answer: C4H6N2O2